Entry 1:
DFT (ωB97M-V with the def2-TZVPD basis set) results for a molecular structure, F10K3N5NaO20S10 at a distorted geometry.

Computed properties:
Orbital gap ... 0.219 hartree
E_LUMO ... -1.410 eV

ORCA input file:
```
! RIJCOSX wB97M-V def2-TZVPD def2/J DEFGRID3
* xyz -1 1
Na -2.92 -1.60 2.66
K 5.18 2.48 -2.09
K -1.80 -2.00 -1.73
K 0.37 5.11 5.18
N 4.97 6.35 4.21
S 5.17 4.96 3.24
O 5.03 3.59 3.76
O 6.11 5.13 2.10
F 3.75 5.03 2.53
S 6.11 6.04 5.10
O 7.46 6.33 4.53
O 5.98 4.98 6.05
F 5.91 7.28 6.04
N -5.48 -1.60 -0.12
S -6.10 -0.04 -0.55
O -7.35 0.37 0.09
O -5.85 0.34 -1.90
F -5.03 0.82 0.34
S -6.76 -2.38 -0.39
O -7.21 -2.40 -1.78
O -7.90 -2.37 0.62
F -6.12 -3.92 -0.34
N -1.09 3.54 -6.05
S -0.41 2.51 -5.21
O 0.98 2.17 -5.37
O -1.30 1.56 -4.48
F -0.09 3.70 -4.06
S -1.08 2.53 -7.39
O -1.31 1.11 -7.38
O -0.17 3.07 -8.42
F -2.51 3.05 -7.93
N 0.35 -0.70 1.20
S 1.69 -0.97 1.99
O 1.66 -0.76 3.41
O 2.93 -0.87 1.23
F 1.55 -2.63 1.96
S 0.80 0.93 1.14
O 1.81 1.44 0.23
O 0.58 1.71 2.37
F -0.48 1.42 0.25
N -0.11 -8.09 0.34
S -0.49 -7.15 1.45
O -1.29 -5.97 1.17
O 0.47 -7.24 2.58
F -1.70 -8.18 1.97
S 1.16 -7.18 -0.33
O 2.44 -7.29 0.36
O 0.67 -5.96 -1.01
F 1.42 -8.26 -1.54
*
```

---

Entry 2:
DFT (ωB97M-V with the def2-TZVPD basis set) results for a molecular structure, F12N6Na2O24S12 at a distorted geometry.

Computed properties:
Orbital gap ... 0.225 hartree
Relative energy (zero: lowest compared OMol25 entry of this formula, charge and spin) ... 8.504 eV
E_LUMO ... 5.482 eV

ORCA input file:
```
! RIJCOSX wB97M-V def2-TZVPD def2/J DEFGRID3
* xyz -4 1
Na 3.42 -1.05 -0.22
Na 0.76 -0.77 0.14
N -3.05 1.52 -3.18
S -1.55 1.56 -2.35
O -0.40 2.29 -3.00
O -1.26 0.36 -1.55
F -1.92 2.62 -1.16
S -2.52 0.54 -4.21
O -2.50 -0.86 -3.84
O -1.74 0.99 -5.40
F -3.91 0.65 -5.01
N 1.98 4.25 -1.13
S 0.93 5.11 -0.04
O 1.37 6.47 0.21
O 0.10 4.45 0.96
F -0.24 5.30 -1.15
S 2.36 3.10 -0.15
O 1.59 1.89 -0.21
O 2.96 3.51 1.11
F 3.69 2.67 -1.07
N 2.39 -0.55 1.93
S 1.69 -1.49 3.21
O 0.84 -0.81 4.15
O 2.58 -2.56 3.71
F 0.63 -2.33 2.38
S 3.46 0.08 2.91
O 4.65 -0.71 3.13
O 3.05 1.13 3.82
F 4.11 1.01 1.75
N -3.11 -3.97 -0.94
S -2.52 -3.01 0.33
O -1.18 -2.43 0.10
O -2.97 -3.24 1.70
F -3.50 -1.80 -0.08
S -2.65 -5.26 -0.30
O -3.40 -5.70 0.90
O -1.22 -5.59 -0.46
F -3.28 -6.16 -1.46
N -1.98 0.88 4.07
S -1.89 0.80 2.59
O -0.70 0.13 1.97
O -2.60 1.79 1.79
F -2.84 -0.48 2.42
S -1.21 2.41 4.12
O -2.06 3.60 4.09
O 0.18 2.46 3.69
F -0.94 2.28 5.73
N 1.89 -1.20 -1.95
S 1.77 -0.65 -3.38
O 0.49 -0.41 -4.05
O 2.91 -0.82 -4.28
F 2.17 0.81 -2.84
S 1.42 -2.77 -2.50
O 2.43 -3.60 -3.11
O 0.06 -3.01 -2.89
F 1.28 -3.42 -1.01
*
```